[1]
ORCA calculation (ωB97M-V/def2-TZVPD) on a molecular structure, C7H14PSTi.

Summary:
Total charge: +1
Energy relative to the best compared isomer or geometry (same formula, charge and spin) in kcal/mol: 24.4
Frontier orbital gap (spin up / spin down) in eV: 7.08 / 7.07
Calculated total energy in eV: -50714.22289

Geometry as XYZ:
```
24
Properties=species:S:1:pos:R:3:mulliken_charge:R:1
Ti -0.61 0.05 -0.68 -0.02
H 1.04 0.96 3.42 0.34
H 0.47 -1.81 3.41 0.35
H 0.41 3.59 -0.97 0.16
P 0.21 2.57 0.01 -0.27
H -0.17 1.97 2.61 0.31
H -0.85 3.22 0.74 0.16
H 0.98 1.80 -2.29 0.39
H -0.27 -1.60 -4.42 0.36
C 0.21 0.15 -3.31 -0.51
H 0.13 -2.63 -0.33 0.28
H -0.49 -2.63 2.10 0.30
C 0.00 -1.76 -0.97 -0.23
C 0.03 0.96 3.00 -0.87
H 1.35 2.87 0.83 0.21
C 0.52 0.82 -2.14 -0.22
H -1.29 -1.58 3.33 0.33
S -0.03 -0.28 1.65 0.42
H -0.49 -3.10 -2.55 0.31
C -0.38 -1.73 2.73 -0.94
H 0.28 0.74 -4.24 0.32
C -0.15 -1.20 -3.41 0.00
H -0.67 0.66 3.80 0.35
C -0.23 -2.06 -2.31 -0.54
```

=====

[2]
ORCA calculation (ωB97M-V/def2-TZVPD) on a molecular structure, C7H15AgCl6NiO.

Summary:
Total charge: +3
Frontier orbital gap (spin up / spin down) in eV: 5.11 / 2.15
Spin multiplicity: 4
Calculated total energy in eV: -129689.92936

Geometry as XYZ:
```
31
Properties=species:S:1:pos:R:3:mulliken_spin:R:1
Ni -0.79 0.44 2.65 1.42
C -0.70 -3.26 -0.08 0.00
Cl -5.25 0.43 -1.28 0.48
H -3.81 2.51 0.10 0.01
C -3.51 0.76 -1.08 0.05
C -0.85 -3.51 1.45 0.00
H -1.63 -4.26 1.62 0.00
C 4.23 0.29 -0.44 0.00
H 4.43 -0.69 0.01 0.00
H 3.40 0.09 -1.11 0.00
H -0.29 -0.29 -0.63 0.02
C 0.22 0.66 -0.51 -0.02
Cl 5.78 0.67 -1.30 0.00
C -3.26 2.24 -0.80 0.02
H 0.16 -2.60 -0.24 0.00
H 0.11 -3.87 1.82 0.00
H -2.21 2.47 -0.65 0.03
H -2.97 0.61 -2.01 0.04
H 4.94 1.45 1.29 0.00
C 4.02 1.27 0.72 0.00
H -3.13 0.11 -0.29 0.00
H 3.29 0.96 1.47 0.00
Cl 3.38 2.82 0.17 0.00
Cl -2.15 -2.63 -0.79 0.00
O -0.02 1.24 0.76 0.47
Cl -1.18 -2.05 2.48 0.04
Ag 0.95 3.24 1.45 0.01
H -0.23 1.26 -1.30 0.05
Cl -3.73 3.31 -2.13 0.36
H -0.46 -4.21 -0.55 0.00
H 1.26 0.54 -0.78 0.01
```

=====

[3]
ORCA calculation (ωB97M-V/def2-TZVPD) on a molecular structure, C7H15AlF4N5O5P3.

Summary:
Frontier orbital gap in eV: 8.83
Calculated total energy in eV: -70531.00209

Geometry as XYZ:
```
40
Properties=species:S:1:pos:R:3:mulliken_charge:R:1
H 5.18 -0.42 -0.81 0.36
C 5.26 -1.90 2.00 0.14
C 4.88 -1.51 0.93 -0.29
N 1.96 -0.30 0.21 0.10
F -7.94 -3.13 -1.73 -0.38
H 0.07 2.79 -0.81 0.29
H 0.36 2.93 1.97 0.23
H -1.75 3.54 2.57 0.32
O -0.33 -0.90 -1.64 -0.64
H -1.35 5.14 1.87 0.34
P 1.32 -1.91 0.72 0.51
C 4.38 -1.00 -0.34 -0.79
C 3.33 1.21 -0.54 0.05
C 1.34 0.92 0.10 0.52
H -1.53 -2.64 0.64 0.36
F -6.82 -2.48 -4.18 -0.38
N 3.26 -0.06 -0.21 0.11
N 0.07 1.19 0.38 0.21
Al -6.76 -2.22 -2.53 0.56
F -6.98 -0.58 -2.19 -0.39
O -1.74 -2.57 -0.30 -0.49
N 2.19 1.84 -0.37 -0.54
N -0.35 2.51 0.07 -0.50
O -2.91 -0.63 -1.40 -0.38
F -5.19 -2.64 -1.94 -0.42
H -2.22 1.03 1.14 0.10
C -0.10 3.48 1.15 -0.26
H -3.41 -1.44 -1.65 0.31
P -1.53 -1.07 -0.80 0.96
O 2.00 -2.86 -0.37 -0.56
H 5.70 -2.17 2.93 0.42
H -2.19 3.90 0.93 0.32
H 4.23 1.66 -0.93 0.40
C -1.42 4.08 1.68 -1.18
H 0.59 4.26 0.83 0.42
H 4.13 -1.79 -1.04 0.31
H 1.86 -2.54 -1.27 0.39
P -1.15 0.13 1.01 -0.30
O 2.18 -2.24 2.04 -0.50
H 1.57 -2.08 2.78 0.29
```

=====

[4]
ORCA calculation (ωB97M-V/def2-TZVPD) on 3 unconnected molecules or ions with the total composition C7H15BBr5FO2S.

Summary:
Frontier orbital gap in eV: 9.02
Calculated total energy in eV: -376038.25651
SMILES: C[C@H](Br)CBS(=O)(=O)F.BrCCBr.BrCCBr

Geometry as XYZ:
```
32
Properties=species:S:1:pos:R:3:mulliken_charge:R:1
C -0.22 2.09 1.50 -0.90
F -3.45 0.58 1.57 -0.19
Br -0.72 4.44 3.06 -0.15
S -4.40 1.80 1.31 0.98
H -0.72 1.43 0.80 0.26
Br 2.34 -5.60 -0.82 -0.13
H 0.84 2.06 1.24 0.16
O -5.45 1.72 2.27 -0.55
H 3.55 -1.93 0.20 0.36
C 3.14 -1.09 -0.36 -0.60
H -2.05 2.98 -0.25 0.41
Br 2.14 -4.53 -4.33 -0.14
C -2.09 3.61 0.64 -0.75
B -3.30 3.31 1.56 0.31
H -0.01 4.08 0.73 0.42
H 2.93 0.36 1.22 0.37
H -0.05 -5.17 -1.25 0.35
C 0.78 -5.37 -3.22 -0.57
H 0.93 -3.78 -1.75 0.07
Br 3.09 1.73 -0.84 -0.14
C -0.72 3.52 1.34 -0.11
H 4.55 0.27 0.51 0.38
H -0.17 -5.11 -3.67 0.35
C 3.48 0.21 0.30 -0.60
H -3.65 4.04 2.41 -0.02
O -4.71 1.81 -0.09 -0.55
H -0.32 1.72 2.51 0.40
H 0.94 -6.44 -3.28 0.38
C 0.83 -4.86 -1.80 -0.34
Br 1.22 -1.39 -0.40 -0.11
H 3.48 -1.14 -1.39 0.40
H -2.23 4.64 0.30 0.25
```

=====

[5]
ORCA calculation (ωB97M-V/def2-TZVPD) on a gas-phase ion, C7H15BBrNO4PS (charge +1).

Summary:
Total charge: +1
Frontier orbital gap in eV: 7.75
Calculated total energy in eV: -108022.33516

Geometry as XYZ:
```
31
Properties=species:S:1:pos:R:3:mulliken_charge:R:1
H 2.48 2.25 -1.66 0.52
O 0.13 -1.66 -1.81 -0.46
H -2.43 1.85 3.46 0.33
C 2.21 0.52 -0.40 0.07
P -1.05 2.31 1.86 0.29
O -1.69 2.72 0.43 -0.50
N -0.27 -1.45 0.60 -0.04
H -1.49 -0.37 -2.22 0.25
Br 3.99 1.08 0.25 -0.12
C 1.38 0.34 0.86 -1.43
C -1.10 0.46 1.61 -0.49
O -0.55 -3.55 -0.57 -0.49
H 1.84 -0.44 1.45 0.53
H -0.37 0.51 -0.38 0.57
H -0.56 -2.93 2.01 0.49
H 1.32 1.11 -2.25 0.18
O -2.37 2.54 2.78 -0.46
H -1.72 -2.03 -2.72 0.37
H -0.19 -4.04 -1.32 0.35
H 0.89 2.16 -0.88 0.03
H 2.39 -0.42 -0.89 0.42
S -0.54 -0.64 2.98 -0.02
C -0.98 -1.25 -2.62 -0.65
C -0.09 0.02 0.55 -0.40
B -0.22 -2.26 -0.65 0.73
H -0.61 -0.98 -3.60 0.25
H -2.06 0.01 1.36 0.67
H -1.02 3.19 -0.09 0.36
C 1.68 1.59 -1.36 -0.86
C -0.44 -1.89 1.80 -0.04
H 1.45 1.25 1.44 0.54
```

=====

Number 1: F_max 0.0577 hartree/bohr. Number 2: F_max 0.0526 hartree/bohr. Number 3: F_max 0.0335 hartree/bohr. Number 4: F_max 0.0210 hartree/bohr. Number 5: F_max 0.0221 hartree/bohr.